Record 1
A 10-piece molecular cluster, C40H110N10O10 overall at a distorted geometry. Source: the OMol25 dataset; level of theory: the ωB97M-V functional and the def2-TZVPD basis.

Atoms and positions in Å:
O (-1.51, -5.16, -0.26)
O (5.57, 4.43, -1.31)
O (1.23, 2.91, -4.16)
O (4.06, -1.04, 1.61)
O (3.24, -0.54, -2.71)
O (0.13, -0.10, 1.09)
O (-5.42, -3.40, -3.52)
O (-0.82, 6.08, 2.27)
O (-5.97, 0.61, 1.89)
O (0.47, -0.47, 6.70)
N (0.99, 2.46, 4.63)
N (3.03, 4.67, -2.47)
N (5.07, -3.47, -3.52)
N (-3.95, 0.62, -1.23)
N (-1.83, 2.29, -3.52)
N (-4.22, -5.07, -5.62)
N (-2.50, -2.27, -0.49)
N (1.92, -6.50, 0.02)
N (3.23, -3.72, 1.75)
N (-1.86, 2.66, 3.01)
C (-5.67, 0.22, 0.57)
C (0.28, 6.61, 1.53)
C (3.31, 0.65, -1.98)
C (-0.57, -1.32, -1.70)
C (2.89, -3.68, -2.47)
C (3.84, -2.81, -3.20)
C (0.10, 3.82, -4.23)
C (2.36, -2.57, 2.08)
C (-2.14, -6.02, -1.15)
C (-1.04, 3.47, -3.17)
C (-2.35, 4.69, 4.34)
C (-5.95, -3.47, -2.20)
C (-3.61, -3.96, -4.89)
C (4.71, 5.55, -0.91)
C (0.16, -6.91, 1.65)
C (-5.33, -0.11, 2.91)
C (0.04, -1.86, 6.50)
C (-0.80, 4.67, 2.37)
C (-4.84, 2.61, 0.19)
C (-1.21, -0.60, 0.62)
C (0.72, 0.21, 5.50)
C (2.24, 3.26, -5.06)
C (0.91, 1.66, 5.82)
C (-0.41, 3.38, -1.83)
C (-3.99, -3.74, -3.48)
C (3.02, 3.96, -0.08)
C (6.86, 4.87, -1.76)
C (-3.82, -2.67, -5.64)
C (0.53, -6.58, 0.20)
C (4.56, 0.25, 1.88)
C (1.35, -2.96, 3.12)
C (0.54, 1.13, 0.47)
C (-2.09, 4.11, 2.96)
C (-0.10, -5.25, -0.23)
C (-0.12, 2.15, 6.84)
C (-1.13, -1.75, -0.33)
C (3.29, 5.08, -1.06)
C (4.10, -1.56, -2.36)
C (-4.47, 1.10, 0.13)
C (3.02, -1.33, 2.49)
H (-3.53, -2.90, -2.94)
H (-2.88, -2.75, 0.34)
H (-2.44, 5.77, 4.24)
H (2.60, 1.31, -2.47)
H (5.40, 0.53, 1.22)
H (-3.18, -5.73, -1.27)
H (-0.72, -2.28, -2.26)
H (2.19, 4.06, -2.48)
H (4.09, -3.42, 1.38)
H (-4.31, 0.29, 3.11)
H (1.77, -3.34, 4.10)
H (3.79, 0.96, 1.67)
H (-3.15, -1.53, -0.74)
H (1.88, -3.30, -2.27)
H (0.16, 2.49, -1.70)
H (-0.12, 1.57, 7.77)
H (-4.02, -5.97, -5.18)
H (-5.86, 0.00, 3.84)
H (0.60, -2.20, 3.34)
H (2.71, 5.93, -0.80)
H (1.56, -0.30, 5.06)
H (-2.20, 2.36, -4.47)
H (4.91, 6.39, -1.52)
H (0.01, 4.25, 2.98)
H (1.37, 1.50, 1.05)
H (2.26, -5.62, 0.46)
H (3.94, -1.82, -1.26)
H (-1.12, -0.50, -2.12)
H (3.17, 4.30, 1.00)
H (0.17, -7.42, -0.39)
H (-6.09, -4.53, -1.82)
H (-0.19, 1.90, 0.59)
H (-0.92, -6.76, 1.82)
H (2.27, -0.52, 2.40)
H (-0.38, 3.79, -5.20)
H (0.45, -1.01, -1.74)
H (0.80, -3.84, 2.75)
H (-5.26, -2.97, -1.46)
H (-4.03, 3.23, -0.29)
H (-3.45, -2.73, -6.65)
H (0.15, 7.73, 1.26)
H (0.48, -7.93, 2.01)
H (5.12, -1.18, -2.49)
H (0.53, 4.86, -4.14)
H (3.57, -4.13, 2.63)
H (5.47, -3.09, -4.36)
H (1.82, 1.73, 6.44)
H (-5.06, 2.91, 1.21)
H (3.57, 3.10, -0.37)
H (-3.47, 1.35, -1.75)
H (3.42, -1.36, 3.53)
H (2.64, 4.24, -4.88)
H (0.19, 2.25, 4.11)
H (7.41, 3.96, -2.12)
H (-2.34, 2.32, 3.84)
H (-1.60, 4.38, 5.07)
H (0.00, -2.29, 7.48)
H (-4.81, -2.33, -5.68)
H (4.94, -4.43, -3.77)
H (0.26, 4.21, -1.56)
H (1.80, -2.42, 1.18)
H (-3.26, 4.29, 4.77)
H (1.85, 3.19, -6.09)
H (-2.89, 4.39, 2.24)
H (3.87, 4.06, -2.63)
H (-1.74, 4.25, -3.08)
H (-2.13, -7.04, -0.73)
H (-1.22, 3.29, -1.18)
H (-3.19, -1.88, -5.10)
H (3.26, -2.48, -4.12)
H (0.73, -2.48, 5.98)
H (-5.38, -0.86, 0.51)
H (-0.88, -1.90, 5.94)
H (2.74, -4.58, -3.05)
H (-3.68, 0.88, 0.85)
H (0.32, -4.48, 0.42)
H (3.04, 0.53, -0.91)
H (-0.67, 4.18, 1.32)
H (3.05, 2.59, -4.89)
H (6.75, 5.58, -2.53)
H (-5.23, -1.18, 2.60)
H (-5.25, -4.99, -5.62)
H (4.31, 1.11, -2.07)
H (-3.90, -4.70, -2.95)
H (-2.42, 2.32, 2.23)
H (0.30, -5.10, -1.22)
H (-2.52, -4.16, -4.82)
H (0.11, 3.19, 7.05)
H (1.95, 3.74, -0.23)
H (-1.80, 0.21, 0.16)
H (3.30, -3.88, -1.52)
H (4.99, 5.77, 0.10)
H (0.75, 0.98, -0.53)
H (0.38, 6.11, 0.56)
H (-0.17, 0.11, 4.84)
H (0.60, -6.30, 2.44)
H (4.93, 0.29, 2.90)
H (-1.76, -0.81, 1.58)
H (-1.66, -5.97, -2.09)
H (-6.56, 0.37, -0.03)
H (7.43, 5.40, -0.99)
H (-4.68, 0.31, -1.87)
H (-1.12, 2.22, 6.41)
H (1.27, 6.56, 2.05)
H (-0.51, -2.58, 0.02)
H (-5.72, 2.78, -0.41)
H (2.34, -6.44, -0.91)
H (-1.33, 1.38, -3.55)
H (-6.90, -3.04, -2.29)
H (1.84, 2.37, 4.09)

**Multiplicity**: 1
**HOMO energy**: -0.3139 Eh
**SMILES**: COC[C@H](C)N.COC[C@H](C)N.COC[C@H](C)N.COC[C@H](C)N.COC[C@H](C)N.COC[C@H](C)N.COC[C@H](C)N.COC[C@H](C)N.COC[C@H](C)N.COC[C@H](C)N
**Energy**: -2889.69422 Eh
**Energy above the lowest of the compared OMol25 structures with the same formula, charge and spin**: 73.4 kcal per mole
**Maximum force**: 3.108 eV/A
**Gap between HOMO and LUMO**: 0.3328 hartree

---

Record 2
One molecule with the formula C2H5NO2S2 at a distorted geometry. Source: the OMol25 dataset; level of theory: the ωB97M-V functional and the def2-TZVPD basis.

Atoms and positions in Å:
S (-0.60, -0.76, 0.88)
S (1.04, -1.46, -0.04)
O (-0.86, -1.34, 2.20)
O (-2.06, -0.76, -0.40)
N (0.64, 1.56, 0.64)
C (0.61, -0.70, -1.68)
C (-0.30, 1.02, 1.23)
H (-1.07, 1.39, 1.89)
H (-0.36, -0.49, -1.54)
H (1.10, 0.33, -1.58)
H (1.03, -1.34, -2.47)
H (0.83, 2.55, 0.87)

**Multiplicity**: 1
**HOMO energy**: -0.3633 Eh
**SMILES**: [H]/N=C/S(=O)(=O)SC
**Energy**: -1080.63604 Eh
**Energy above the lowest of the compared OMol25 structures with the same formula, charge and spin**: 113.5 kcal per mole
**Maximum force**: 6.621 eV/A
**Gap between HOMO and LUMO**: 0.3502 hartree

---

> HOMO energy of number 2 (C2H5NO2S2)?

-0.3633 Eh

---

> What is the energy in the first record?

-2889.69422 Eh

---

> Which value of multiplicity does entry 1 give?

1

---

> Among the records above, which one has the highest energy?

C2H5NO2S2